<w>
Here is one molecule with the formula C5H12N4O from the OMol25 dataset. Energies are from ωB97M-V with the def2-TZVPD basis set.

CARTESIAN COORDINATES (ANGSTROEM)
C 0.2623 1.5735 0.4223
N -0.6342 2.4703 -0.0966
N 0.8027 1.8896 1.6583
C 1.0228 0.7284 -0.4792
O 0.6834 0.9296 -1.8271
H 0.8249 0.0601 -2.2536
H 1.3525 1.1420 2.0560
H 0.1186 2.2127 2.3284
H -0.9004 2.2424 -1.0450
H -1.4052 2.7120 0.5106
H 2.0962 0.8157 -0.3076
C -0.8064 -1.0733 0.4303
N -1.4828 -2.2099 0.2216
C 0.6093 -1.0701 -0.1014
C 0.8530 -1.9692 -1.1864
N -1.1910 -0.0096 1.0416
H -0.9722 -2.8580 -0.4021
H -2.4675 -2.2912 0.4134
H -2.1528 0.0273 1.3658
H 1.2994 -1.2069 0.7328
H 1.8822 -2.2059 -1.4232
H 0.2055 -1.9093 -2.0591

As for the spin multiplicity: 1.

The Mulliken scheme yields these atomic charges, measured in e: number 1, C, carries 0.52; number 2, N, carries -0.50; number 3, N, carries -0.49; number 4, C, carries -0.42; number 5, O, carries -0.59; number 6, H, carries 0.41; number 7, H, carries 0.29; number 8, H, carries 0.26; number 9, H, carries 0.26; number 10, H, carries 0.25; number 11, H, carries 0.25; number 12, C, carries 0.12; number 13, N, carries -0.36; number 14, C, carries 0.58; number 15, C, carries -1.80; number 16, N, carries -0.46; number 17, H, carries 0.32; number 18, H, carries 0.23; number 19, H, carries 0.17; number 20, H, carries 0.12; number 21, H, carries 0.26; number 22, H, carries 0.58

***

<x>
Here is C5H12N4O as an isolated structure from the OMol25 dataset. Energies are from ωB97M-V with the def2-TZVPD basis set.

CARTESIAN COORDINATES (ANGSTROEM)
C -0.4961 0.7827 -0.7438
C -0.4124 2.1483 -0.2242
C -1.7119 -0.0030 -0.2893
C 0.8135 0.6368 0.2894
C 0.5307 -1.5872 0.9832
N -0.2227 0.6113 -2.1400
N -0.0068 -2.2328 2.0805
O 1.9486 0.9426 -0.4903
N 0.8672 -0.2672 1.2554
N 0.7060 -2.2514 -0.1066
H 2.7095 0.6686 0.0405
H -0.2131 -0.3765 -2.3664
H 0.6786 0.9994 -2.3942
H 0.0676 -3.2363 2.0578
H 0.1978 -1.8012 2.9684
H 1.1115 -1.6706 -0.8327
H 0.4979 1.8252 0.8425
H -1.2605 2.5388 0.3250
H 0.2350 2.8578 -0.7267
H -1.8476 0.0700 0.7878
H -1.5969 -1.0567 -0.5323
H -2.5958 0.4014 -0.7839

As for the spin multiplicity: 1.

The Mulliken scheme yields these atomic charges, measured in e: number 1, C, carries 1.37; number 2, C, carries -1.20; number 3, C, carries -1.89; number 4, C, carries 0.43; number 5, C, carries 0.50; number 6, N, carries -0.69; number 7, N, carries -0.43; number 8, O, carries -0.52; number 9, N, carries -0.63; number 10, N, carries -0.78; number 11, H, carries 0.41; number 12, H, carries 0.32; number 13, H, carries 0.32; number 14, H, carries 0.27; number 15, H, carries 0.25; number 16, H, carries 0.30; number 17, H, carries -0.02; number 18, H, carries 0.32; number 19, H, carries 0.39; number 20, H, carries 0.41; number 21, H, carries 0.42; number 22, H, carries 0.46

***

Tell me which of them is the least stable. Sure, it is <x>.

***

<w>
Here is one molecule with the formula C2H3N3OS from the OMol25 dataset. Energies are from ωB97M-V with the def2-TZVPD basis set.

CARTESIAN COORDINATES (ANGSTROEM)
C 0.8459 -0.4160 1.1783
C 0.1842 1.6754 0.4413
N 0.6463 0.7565 1.2769
N 0.2979 -0.6006 -1.0718
N -0.7791 -1.2847 -1.3382
O 0.0107 2.7941 0.7613
S 0.1042 1.0137 -1.2623
H 1.0663 -1.0265 2.0291
H -1.6628 -0.7007 -1.2019
H -0.7136 -2.2111 -0.8127

As for the spin multiplicity: 1.

The Mulliken scheme yields these atomic charges, measured in e: number 1, C, carries -0.09; number 2, C, carries 0.56; number 3, N, carries -0.24; number 4, N, carries -0.17; number 5, N, carries -0.35; number 6, O, carries -0.45; number 7, S, carries -0.08; number 8, H, carries 0.31; number 9, H, carries 0.24; number 10, H, carries 0.26

***

<x>
Here is one molecule with the formula C2H3N3OS from the OMol25 dataset. Energies are from ωB97M-V with the def2-TZVPD basis set.

CARTESIAN COORDINATES (ANGSTROEM)
O 0.9623 -0.3154 1.5937
C 0.0642 -0.0195 0.6347
C -1.2167 0.4689 0.5778
N -1.5782 0.5351 -0.7167
N -0.6037 0.1664 -1.4644
N 0.4068 -0.2389 -0.6443
S 1.8505 -0.8047 -1.3047
H 0.6121 -0.0144 2.4761
H -1.8536 0.8102 1.3566
H 1.3562 -0.5876 -2.5088

As for the spin multiplicity: 1. As for the SMILES: Oc1cnnn1S.

The Mulliken scheme yields these atomic charges, measured in e: number 1, O, carries -0.52; number 2, C, carries 0.75; number 3, C, carries -0.62; number 4, N, carries -0.48; number 5, N, carries -0.33; number 6, N, carries 0.42; number 7, S, carries -0.15; number 8, H, carries 0.34; number 9, H, carries 0.39; number 10, H, carries 0.20

***

Tell me which of them is the least stable. Sure, it is <w>.

***

<w>
Here is C26H19N2O4RhS4 as an isolated structure from the OMol25 dataset. Energies are from ωB97M-V with the def2-TZVPD basis set.

CARTESIAN COORDINATES (ANGSTROEM)
Rh -0.3015 -0.2412 -0.5790
S -2.4240 0.7559 -0.8493
C -2.2237 2.0687 0.2932
C -3.3695 2.7455 0.7413
C -3.2808 3.8154 1.6078
C -2.0437 4.2739 2.0593
C -0.9001 3.6377 1.6242
C -0.9983 2.5339 0.7779
S 0.4865 1.7850 0.1624
C 1.3221 1.0707 1.6318
C 2.0076 -0.2299 1.2927
C 3.1868 -0.6320 1.8879
C 3.6444 -1.9238 1.6594
C 2.9111 -2.7807 0.8616
C 1.7595 -2.2997 0.2489
C 0.9479 -3.1425 -0.6938
S -0.6807 -2.4593 -1.1859
C -1.7634 -3.0929 0.0639
C -2.3913 -4.3127 -0.1813
C -3.2248 -4.8625 0.7726
C -3.4305 -4.1720 1.9652
C -2.8250 -2.9519 2.1940
C -1.9731 -2.3763 1.2394
S -1.2558 -0.8235 1.5770
N 1.3578 -1.0529 0.4569
H -4.3359 2.4043 0.3912
H -4.1882 4.3073 1.9361
H -1.9781 5.1220 2.7280
H 0.0775 3.9937 1.9322
H 0.5363 0.8676 2.3624
H 2.0208 1.7917 2.0508
H 3.7278 0.0436 2.5377
H 4.5687 -2.2596 2.1111
H 3.2347 -3.8004 0.6915
H 0.7702 -4.1370 -0.2857
H 1.5019 -3.2593 -1.6261
H -2.2222 -4.8158 -1.1265
H -3.7203 -5.8061 0.5874
H -4.0871 -4.5867 2.7210
H -3.0119 -2.4129 3.1145
O 0.7139 -0.4328 -4.5712
C 0.9598 -0.2208 -3.3976
O 0.1160 0.2914 -2.5476
C 2.3760 -0.5289 -2.9272
C 3.0468 0.3149 -2.0505
C 4.3295 0.0177 -1.6246
C 4.9169 -1.1489 -2.0790
C 4.2995 -1.9826 -2.9959
C 3.0269 -1.6506 -3.4320
N 6.2397 -1.5243 -1.5505
O 6.6921 -0.8599 -0.6336
O 6.7958 -2.4887 -2.0360
H 2.5561 1.2166 -1.7132
H 4.8675 0.6569 -0.9408
H 4.8135 -2.8651 -3.3491
H 2.5108 -2.2600 -4.1641

As for the spin multiplicity: 1.

The Mulliken scheme yields these atomic charges, measured in e: number 1, Rh, carries 1.07; number 2, S, carries -0.25; number 3, C, carries 0.82; number 4, C, carries -0.75; number 5, C, carries -0.56; number 6, C, carries -0.66; number 7, C, carries -0.59; number 8, C, carries 0.51; number 9, S, carries -0.43; number 10, C, carries -1.29; number 11, C, carries 0.51; number 12, C, carries -0.97; number 13, C, carries -0.52; number 14, C, carries -0.97; number 15, C, carries 0.15; number 16, C, carries -1.06; number 17, S, carries -0.38; number 18, C, carries 0.11; number 19, C, carries -0.59; number 20, C, carries -0.63; number 21, C, carries -0.56; number 22, C, carries -0.78; number 23, C, carries 1.00; number 24, S, carries -0.47; number 25, N, carries 1.28; number 26, H, carries 0.43; number 27, H, carries 0.36; number 28, H, carries 0.39; number 29, H, carries 0.37; number 30, H, carries 0.48; number 31, H, carries 0.64; number 32, H, carries 0.52; number 33, H, carries 0.46; number 34, H, carries 0.54; number 35, H, carries 0.69; number 36, H, carries 0.34; number 37, H, carries 0.45; number 38, H, carries 0.39; number 39, H, carries 0.37; number 40, H, carries 0.45; number 41, O, carries -0.66; number 42, C, carries 0.06; number 43, O, carries -0.70; number 44, C, carries 0.57; number 45, C, carries -0.41; number 46, C, carries -0.45; number 47, C, carries -0.04; number 48, C, carries -0.54; number 49, C, carries -0.69; number 50, N, carries 1.01; number 51, O, carries -0.61; number 52, O, carries -0.62; number 53, H, carries 0.68; number 54, H, carries 0.51; number 55, H, carries 0.51; number 56, H, carries 0.52

***

<x>
Here is C26H19N2O4RhS4 as an isolated structure from the OMol25 dataset. Energies are from ωB97M-V with the def2-TZVPD basis set.

CARTESIAN COORDINATES (ANGSTROEM)
Rh -0.2146 0.3407 -1.3837
S -0.2081 2.5436 -0.7519
C 1.5184 2.8850 -0.8027
C 1.9720 4.1002 -0.2658
C 3.3010 4.4594 -0.3528
C 4.2346 3.6384 -0.9856
C 3.8143 2.4424 -1.5293
C 2.4786 2.0650 -1.4122
S 1.9005 0.5557 -2.1369
C 2.5835 -0.7583 -1.0729
C 1.7107 -1.9782 -1.2878
C 2.1264 -3.2805 -1.0637
C 1.1949 -4.3021 -1.1751
C -0.1214 -4.0186 -1.5141
C -0.4562 -2.7062 -1.7693
C -1.8224 -2.1542 -2.0652
S -2.2294 -0.8072 -0.8647
C -3.4580 -0.0867 -1.9239
C -4.8055 -0.3674 -1.7297
C -5.7426 0.1451 -2.6074
C -5.3143 0.9415 -3.6689
C -3.9743 1.2181 -3.8608
C -3.0077 0.6994 -2.9889
S -1.3240 1.1120 -3.2847
N 0.4535 -1.7311 -1.6721
H 1.2592 4.7591 0.2156
H 3.6221 5.4024 0.0729
H 5.2709 3.9400 -1.0578
H 4.5159 1.7927 -2.0401
H 2.4760 -0.4164 -0.0460
H 3.6317 -0.9258 -1.3129
H 3.1463 -3.4819 -0.7657
H 1.4904 -5.3235 -0.9717
H -0.8702 -4.7965 -1.5729
H -2.6223 -2.8896 -2.0786
H -1.7682 -1.6391 -3.0248
H -5.1096 -0.9835 -0.8913
H -6.7935 -0.0713 -2.4726
H -6.0421 1.3621 -4.3516
H -3.6569 1.8525 -4.6789
O -0.4930 -1.9969 1.1476
C 0.0638 -0.9345 1.4269
O 0.4589 -0.0303 0.6032
C 0.2675 -0.5554 2.8762
C 0.2243 -1.5470 3.8491
C 0.3990 -1.2268 5.1846
C 0.5980 0.1031 5.5114
C 0.6351 1.1144 4.5687
C 0.4750 0.7712 3.2358
N 0.7792 0.4594 6.9376
O 0.9408 1.6327 7.2110
O 0.7704 -0.4441 7.7514
H 0.0439 -2.5685 3.5413
H 0.3774 -1.9755 5.9616
H 0.7893 2.1361 4.8807
H 0.5112 1.5247 2.4595

As for the spin multiplicity: 1.

The Mulliken scheme yields these atomic charges, measured in e: number 1, Rh, carries 0.27; number 2, S, carries -0.29; number 3, C, carries 0.92; number 4, C, carries -0.81; number 5, C, carries -0.55; number 6, C, carries -0.58; number 7, C, carries -0.56; number 8, C, carries 0.30; number 9, S, carries -0.30; number 10, C, carries -0.75; number 11, C, carries 0.67; number 12, C, carries -1.02; number 13, C, carries -0.34; number 14, C, carries -0.88; number 15, C, carries 0.57; number 16, C, carries -0.87; number 17, S, carries -0.29; number 18, C, carries 0.53; number 19, C, carries -0.56; number 20, C, carries -0.71; number 21, C, carries -0.47; number 22, C, carries -0.83; number 23, C, carries 0.74; number 24, S, carries -0.26; number 25, N, carries 0.07; number 26, H, carries 0.45; number 27, H, carries 0.36; number 28, H, carries 0.38; number 29, H, carries 0.38; number 30, H, carries 0.16; number 31, H, carries 0.71; number 32, H, carries 0.47; number 33, H, carries 0.43; number 34, H, carries 0.44; number 35, H, carries 0.51; number 36, H, carries 0.45; number 37, H, carries 0.46; number 38, H, carries 0.38; number 39, H, carries 0.38; number 40, H, carries 0.44; number 41, O, carries -0.55; number 42, C, carries 0.27; number 43, O, carries -0.04; number 44, C, carries -0.11; number 45, C, carries -0.30; number 46, C, carries -0.61; number 47, C, carries 0.09; number 48, C, carries -0.54; number 49, C, carries -0.29; number 50, N, carries 1.01; number 51, O, carries -0.61; number 52, O, carries -0.62; number 53, H, carries 0.47; number 54, H, carries 0.49; number 55, H, carries 0.49; number 56, H, carries 0.46

***

Tell me which of them is the least stable. Sure, it is <w>.

***

<w>
Here is a 2-piece molecular cluster, C6H14Si overall from the OMol25 dataset. Energies are from ωB97M-V with the def2-TZVPD basis set.

CARTESIAN COORDINATES (ANGSTROEM)
C 0.6221 0.3723 -1.0811
C 1.6083 0.5829 -0.1912
C 2.4390 1.8086 -0.0665
C 1.8751 -0.4275 0.9172
C -2.4122 0.3700 0.3518
C -2.5495 -0.9299 -0.4121
Si -0.9481 -1.7752 -0.7814
H 0.1067 1.1553 -1.7236
H 2.2276 2.4685 -0.8569
H 2.0864 2.2007 0.8531
H 3.4955 1.6185 0.0152
H 1.4524 -1.4211 0.8916
H 1.3085 0.0660 1.7147
H 2.9139 -0.4524 1.0646
H -1.4037 0.7446 0.4582
H -2.9236 1.2656 0.1665
H -2.6947 0.1871 1.2802
H -3.2463 -0.9173 -1.2148
H -2.9224 -1.6028 0.3983
H -0.0998 -2.6427 0.1272
H -0.9352 -2.6713 -1.9112

As for the spin multiplicity: 1.

The Mulliken scheme yields these atomic charges, measured in e: number 1, C, carries -0.90; number 2, C, carries 1.13; number 3, C, carries -1.41; number 4, C, carries -1.36; number 5, C, carries -1.14; number 6, C, carries -0.50; number 7, Si, carries 0.51; number 8, H, carries 0.29; number 9, H, carries 0.38; number 10, H, carries 0.31; number 11, H, carries 0.36; number 12, H, carries 0.21; number 13, H, carries 0.30; number 14, H, carries 0.42; number 15, H, carries 0.17; number 16, H, carries 0.39; number 17, H, carries 0.44; number 18, H, carries 0.47; number 19, H, carries 0.23; number 20, H, carries -0.14; number 21, H, carries -0.14

***

<x>
Here is a 2-piece molecular cluster, C6H14Si overall from the OMol25 dataset. Energies are from ωB97M-V with the def2-TZVPD basis set.

CARTESIAN COORDINATES (ANGSTROEM)
C 0.2780 -0.7003 -1.1847
C 0.9207 -0.1777 -0.1899
C -1.1825 -1.2917 -0.8940
C 0.7620 -1.1009 -2.5688
C 2.0118 0.4895 0.4916
C -1.4677 0.0500 2.0724
Si -0.9609 1.7864 1.9751
H -1.9142 -0.5203 -0.5575
H -1.1898 -2.1491 -0.3628
H -1.4738 -1.6780 -1.8931
H 1.2626 -2.1004 -2.5083
H -0.0132 -0.8402 -3.2738
H 1.6627 -0.3962 -2.6855
H 2.6019 -0.4081 0.8792
H 1.6726 1.1686 1.2530
H 2.5024 1.1940 -0.2403
H -1.7439 -0.5808 1.2462
H -1.7413 -0.4729 3.0469
H 0.2872 1.9949 2.5384
H -1.8485 2.7751 2.4541
H -0.6941 2.0329 0.4201

As for the spin multiplicity: 1.

The Mulliken scheme yields these atomic charges, measured in e: number 1, C, carries 0.95; number 2, C, carries -0.24; number 3, C, carries -1.43; number 4, C, carries -1.16; number 5, C, carries -0.82; number 6, C, carries -0.70; number 7, Si, carries 0.48; number 8, H, carries 0.33; number 9, H, carries 0.40; number 10, H, carries 0.40; number 11, H, carries 0.28; number 12, H, carries 0.43; number 13, H, carries 0.27; number 14, H, carries 0.26; number 15, H, carries 0.11; number 16, H, carries 0.27; number 17, H, carries 0.30; number 18, H, carries 0.33; number 19, H, carries -0.16; number 20, H, carries -0.19; number 21, H, carries -0.09

***

Tell me which of them is the least stable. Sure, it is <x>.